Run 1
# C4H5N3S

One molecule with the formula C4H5N3S (ωB97M-V with the def2-TZVPD basis set, the OMol25 dataset).

Properties
structure (SMILES): NC(=S)C1=NN=CC1
LUMO level: -0.62 eV
HOMO energy: -8.798 eV

Last column: Mulliken charge in e.
Geometry (Å):
N -0.6883 -1.3259 1.8792  -0.322
C 0.3183 -0.9508 1.1247  0.149
S 1.8896 -1.3269 1.2337  -0.365
C -0.0711 -0.0037 0.0667  0.355
N -1.2880 0.4769 0.0543  -0.318
N -1.4192 1.3601 -1.0630  -0.571
C -0.2968 1.3027 -1.7138  -0.121
C 0.7987 0.5648 -0.9910  -0.278
H -1.5967 -1.0176 1.8125  0.236
H -0.4718 -2.1196 2.5506  0.244
H -0.1319 1.8545 -2.6602  0.388
H 1.4034 -0.0878 -1.6950  0.320
H 1.5539 1.2733 -0.5986  0.283

***

Run 2
# C4H5N3S

One molecule with the formula C4H5N3S (ωB97M-V with the def2-TZVPD basis set, the OMol25 dataset).

Properties
structure (SMILES): CC1=NC=NN=CS1
LUMO level: 0.41 eV
HOMO energy: -9.403 eV

Last column: Mulliken charge in e.
Geometry (Å):
C -2.4825 0.3777 0.4838  -0.997
C -1.0668 0.3905 0.0050  0.645
N -0.3437 1.4325 0.0854  -0.528
C 0.9654 1.4386 -0.3890  0.109
N 1.9371 0.6502 -0.1369  -0.329
N 1.7921 -0.3962 0.7207  -0.313
C 0.8686 -1.2696 0.5459  -0.109
S -0.4342 -1.1717 -0.6611  -0.183
H -2.7831 1.3809 0.8297  0.308
H -2.5860 -0.3342 1.3094  0.271
H -3.1430 0.0538 -0.3118  0.312
H 1.2069 2.2998 -1.0294  0.358
H 0.8451 -2.0826 1.2219  0.456

***

Run 3
# C4H5N3S

One molecule with the formula C4H5N3S (ωB97M-V with the def2-TZVPD basis set, the OMol25 dataset).

Properties
structure (SMILES): Nc1cc(=S)[nH]cn1
LUMO level: 0.37 eV
HOMO energy: -7.739 eV

Last column: Mulliken charge in e.
Geometry (Å):
N 0.0664 0.5114 2.7789  -0.403
C -0.0967 0.0062 1.5243  0.746
C 0.7257 0.2913 0.4289  -0.482
C 0.3471 0.0287 -0.8577  -0.110
S 1.2261 0.5476 -2.2238  -0.376
N -0.9256 -0.4723 -0.9566  -0.102
C -1.5805 -0.9009 0.1789  -0.076
N -1.1535 -0.7929 1.4180  -0.564
H -0.5946 0.2230 3.5033  0.244
H 0.9183 0.8413 3.1264  0.221
H 1.5610 0.9554 0.6218  0.323
H -1.2192 -0.7314 -1.8700  0.245
H -2.5674 -1.3248 -0.1290  0.335

***

On energetic grounds, run 3 is preferred over the next structure by 140.0 kJ/mol.

***

Run 1
# C4H5N3S

One molecule with the formula C4H5N3S (ωB97M-V with the def2-TZVPD basis set, the OMol25 dataset).

Properties
structure (SMILES): [H]/N=C1\C[C@H](C#N)SN1
LUMO level: 0.33 eV
HOMO energy: -8.856 eV

Last column: Mulliken charge in e.
Geometry (Å):
H 0.8483 2.5076 -0.6351  0.265
N 0.2207 2.5185 0.3263  -0.732
C -0.0738 1.3022 0.4350  0.461
C 0.4243 0.1254 -0.4291  -0.872
C 0.1076 -1.2154 0.1897  0.276
C 0.0281 -2.0906 -1.0289  0.082
N -0.0013 -2.7451 -2.0513  -0.446
S -1.4144 -0.9307 1.0388  -0.048
N -0.8947 0.6784 1.4124  -0.274
H -0.1020 0.1714 -1.4541  0.328
H 1.4892 0.1339 -0.6271  0.368
H 0.9165 -1.6323 0.8549  0.327
H -1.5486 1.1767 1.9685  0.267

***

Run 2
# C4H5N3S

One molecule with the formula C4H5N3S (ωB97M-V with the def2-TZVPD basis set, the OMol25 dataset).

Properties
structure (SMILES): [H]/N=C/n1ccc(S)n1
LUMO level: 0.65 eV
HOMO energy: -8.574 eV

Last column: Mulliken charge in e.
Geometry (Å):
H -3.5954 -0.8358 0.0721  0.250
N -2.6902 -0.2606 0.1461  -0.586
C -1.5896 -0.8804 -0.1743  0.064
N -0.4063 -0.1029 -0.0537  0.640
C -0.2721 1.2058 0.0215  -0.035
C 1.0825 1.4842 -0.1110  -0.861
C 1.6090 0.1500 0.0098  0.412
S 3.2918 -0.4379 -0.0030  -0.289
N 0.7356 -0.7873 -0.0299  -1.051
H -1.4771 -1.9348 -0.4161  0.386
H -1.1657 1.7508 0.1828  0.476
H 1.5091 2.4257 -0.1037  0.418
H 2.9684 -1.7767 0.4595  0.176

***

On energetic grounds, run 2 is preferred over the next structure by 27.8 kJ/mol.

***

Run 1
# C3H7N3S2

C3H7N3S2 as an isolated structure (ωB97M-V with the def2-TZVPD basis set, the OMol25 dataset).

Properties
LUMO level: 0.35 eV
HOMO energy: -8.226 eV

Last column: Mulliken charge in e.
Geometry (Å):
C 1.0581 -2.9190 0.3929  -0.594
C 0.2157 -2.0851 1.3758  0.056
C -0.3878 1.4098 0.0151  0.037
H 0.8659 -5.1224 0.0667  0.295
H 2.6495 -4.3425 0.7991  0.290
H 1.9388 -2.3233 0.3637  0.337
H 0.7666 -2.9617 -0.6082  0.411
H 0.0804 -2.5680 2.3796  0.373
H -0.8163 1.7196 0.9903  0.341
H -1.1318 3.5487 -2.5262  0.184
N 1.3258 -4.3089 0.8887  -0.676
N -0.3182 -0.9100 1.1869  -0.459
N -0.4781 2.1006 -1.0241  -0.300
S 0.2182 -0.2024 -0.3009  -0.126
S -1.0541 3.6676 -0.9197  -0.169

***

Run 2
# C3H7N3S2

C3H7N3S2 as an isolated structure (ωB97M-V with the def2-TZVPD basis set, the OMol25 dataset).

Properties
LUMO level: 0.40 eV
HOMO energy: -8.676 eV

Last column: Mulliken charge in e.
Geometry (Å):
C 2.6844 1.0460 0.2412  -0.699
C 1.4080 -1.2336 -0.0727  -0.036
C -2.1614 0.0363 -0.2054  0.417
H 2.2547 1.7851 -0.5813  0.268
H 3.6657 1.5556 1.0042  0.293
H 1.8492 0.7266 1.2499  0.216
H 1.3594 -2.2766 0.1901  0.345
H -4.0934 0.1762 -0.3863  0.277
H -3.3704 -1.1426 -1.1836  0.210
H -0.9770 1.2544 0.4991  0.339
N 0.4332 -0.4231 -0.1050  -0.411
N -3.2808 -0.5265 -0.5085  -0.408
N -1.8549 1.2093 -0.1262  -0.582
S 3.1244 -0.7889 -0.4502  -0.080
S -1.0409 -1.3983 0.4346  -0.149

***

Run 3
# C3H7N3S2

One molecule with the formula C3H7N3S2 (ωB97M-V with the def2-TZVPD basis set, the OMol25 dataset).

Properties
structure (SMILES): CN=C1NSCSN1
LUMO level: 0.42 eV
HOMO energy: -8.362 eV

Last column: Mulliken charge in e.
Geometry (Å):
C 2.5133 0.3135 -0.3184  -0.721
N 1.5672 -0.7456 -0.1164  -0.513
C 0.3022 -0.4293 -0.1045  0.596
N -0.1829 0.8773 -0.0922  -0.250
S -1.7959 1.5423 -0.3190  0.001
C -2.6063 0.1479 0.3322  -0.549
S -2.0840 -1.3641 -0.5846  -0.033
N -0.6193 -1.4305 0.2878  -0.313
H 3.5881 -0.2101 0.0724  0.250
H 2.1901 1.1916 0.4683  0.280
H 2.6946 0.6017 -1.5593  0.200
H 0.5118 1.5521 -0.0045  0.107
H -2.3278 -0.0546 1.4550  0.272
H -3.6432 0.2755 0.1674  0.381
H -0.1078 -2.2677 0.3158  0.291

***

On energetic grounds, run 3 is preferred over the next structure by 153.5 kJ/mol.

***

Run 1
# C3H3Cl3O

A 2-piece molecular cluster, C3H3Cl3O overall (ωB97M-V with the def2-TZVPD basis set, the OMol25 dataset).

Properties
structure (SMILES): ClC(Cl)Cl.C=C=O
LUMO level: 0.68 eV
HOMO energy: -9.658 eV

Last column: Mulliken charge in e.
Geometry (Å):
Cl 1.1370 -3.5764 -3.5536  -0.140
C 0.2392 -2.0036 -3.4539  0.172
Cl -1.3031 -2.3173 -2.6623  -0.147
Cl -0.0146 -1.3640 -5.0262  -0.113
H 0.7650 -1.2171 -2.8165  0.223
C -1.1589 -0.0353 0.8300  -0.950
C -0.6654 0.2925 -0.2957  0.856
O -0.0776 0.5043 -1.2676  -0.368
H -1.6023 -0.9727 1.1939  0.260
H -1.3564 0.7524 1.6011  0.208

***

Run 2
# C3H3Cl3O

A 2-piece molecular cluster, C3H3Cl3O overall (ωB97M-V with the def2-TZVPD basis set, the OMol25 dataset).

Properties
LUMO level (spin up / spin down): 0.00 / -0.70 eV
HOMO energy (spin up / spin down): -8.151 / -7.458 eV

Last column: Mulliken charge in e.
Geometry (Å):
C 0.6600 -0.9536 0.4335  0.527
C 1.5169 -0.0221 -0.1905  -0.782
C -1.6732 0.3666 -0.0582  0.096
O 0.5458 -2.0352 0.8080  -0.304
Cl -3.0508 -0.6727 -0.4128  -0.157
Cl -1.7345 1.0737 1.5542  -0.148
Cl -1.3795 1.5679 -1.2422  -0.139
H 1.1112 -0.0302 -1.1504  0.286
H 2.5835 -0.2886 -0.0818  0.338
H 1.4206 0.9942 0.3404  0.281

***

On energetic grounds, run 1 is preferred over the next structure by 188.2 kJ/mol.